Computed, not measured: a molecular structure, C33H27F4NO4RuS3Sb, with the ωB97M-V functional and the def2-TZVPD basis.

```
74
Properties=species:S:1:pos:R:3
Ru -0.9220 0.1091 -1.5514
F 3.7168 -5.1811 1.4577
C 3.2490 -3.9916 1.0790
C 2.7911 -3.1137 2.0447
C 2.3002 -1.8826 1.6395
C 2.2787 -1.5532 0.2859
C 2.7502 -2.4550 -0.6670
C 3.2428 -3.6876 -0.2742
Sb 1.4864 0.2686 -0.3648
C 2.9130 1.1036 -1.6414
C 2.5884 1.5170 -2.9296
C 3.5573 2.0568 -3.7604
C 4.8473 2.1680 -3.2742
F 5.7858 2.6876 -4.0649
C 5.2040 1.7570 -2.0008
C 4.2263 1.2171 -1.1840
C 1.3605 1.5585 1.2726
C 0.6915 1.1768 2.4325
C 0.6101 2.0449 3.5080
C 1.1887 3.2953 3.3848
F 1.1087 4.1481 4.4080
C 1.8571 3.7046 2.2421
C 1.9476 2.8221 1.1793
H 2.8030 -3.3975 3.0889
H 1.9181 -1.2076 2.3987
H 2.7715 -2.1956 -1.7220
H 3.6319 -4.4033 -0.9853
H 1.5759 1.4175 -3.3053
H 3.3334 2.3844 -4.7659
H 6.2288 1.8618 -1.6724
H 4.5001 0.8863 -0.1883
H 0.2404 0.1982 2.5630
H 0.1236 1.7221 4.4182
H 2.3036 4.6885 2.2049
H 2.4832 3.1274 0.2869
F -5.8228 2.0841 0.3923
C -4.5766 2.1375 -0.0575
C -3.5343 1.9081 0.8276
C -2.2460 1.9654 0.3364
C -1.9965 2.2186 -1.0413
C -0.6217 2.2330 -1.5016
C -3.1006 2.4619 -1.8974
C -4.3805 2.4317 -1.4073
H -3.7449 1.7185 1.8718
H -1.4050 1.8385 1.0103
H 0.1020 2.5802 -0.7734
H -0.4344 2.5938 -2.5072
H -2.9221 2.6789 -2.9428
H -5.2402 2.6332 -2.0322
N -0.8285 -2.1320 -1.5556
C -1.0586 -2.3679 -0.1528
C -1.8379 -1.4078 0.5004
C -1.9066 -1.3910 1.8878
C -1.1916 -2.3432 2.6061
C -0.5370 -3.3653 1.9416
C -0.4482 -3.3822 0.5580
S -0.9114 -2.0762 4.3738
O -2.2173 -1.8197 4.9236
O -0.0548 -0.8900 4.2833
O -0.2200 -3.2663 4.8016
H 0.0300 -2.5818 -1.8614
H -1.5890 -2.4844 -2.1332
H -2.4179 -0.6698 -0.0752
H -2.4594 -0.6265 2.4205
H -0.0338 -4.1123 2.5441
H 0.1384 -4.1392 0.0505
C -4.8156 -1.3823 -1.8212
O -3.4903 -0.9727 -2.2467
C -3.3663 -0.4267 -3.4620
S -4.5229 -0.1184 -4.5353
S -1.6742 0.0638 -3.7271
H -5.2012 -2.1333 -2.5063
H -5.4775 -0.5190 -1.8100
H -4.6780 -1.7921 -0.8250
```

Results
- Kohn-Sham gap (spin up / spin down): 6.283 / 4.758 eV
- Charge: +1
- LUMO (spin up / spin down): -4.60 / -6.12 eV
- Multiplicity: 5